This record from the Open Molecules 2025 dataset describes the ion C6H11BNO2 with charge +1. The level of theory is ωB97M-V/def2-TZVPD.

Properties
ΔE to the lowest compared entry with this formula, charge and spin   39.0 kcal/mol
Spin multiplicity   3
Charge   +1
Calculated total energy   -12651.8728 eV

```
21
Properties=species:S:1:pos:R:3:lowdin_charge:R:1
B 1.438 -0.344 -1.336 -0.675
C -1.129 0.856 1.920 -0.110
C 0.235 0.522 2.162 -0.200
C -1.463 1.355 0.713 -0.052
C 1.188 0.017 1.443 0.123
C -0.689 1.128 -0.643 -0.120
C 0.037 -0.092 -0.898 -0.108
N -0.767 -1.368 -0.622 0.233
O 2.268 0.672 -1.767 0.205
O 1.626 -1.709 -1.400 0.195
H -1.780 1.018 2.833 0.140
H 0.744 0.667 3.154 0.140
H -2.399 1.803 0.749 0.081
H 2.246 -0.030 1.446 0.067
H -1.480 1.153 -1.522 0.175
H -0.092 2.109 -0.750 0.171
H -0.376 -2.144 -1.183 0.161
H -1.780 -1.098 -0.712 0.192
H -0.556 -1.782 0.333 0.188
H 3.035 0.617 -2.337 0.122
H 2.372 -2.047 -1.767 0.073
```

=====

This record from the Open Molecules 2025 dataset describes a structure of composition C31H30IN5O2SSbSe4Ti. The level of theory is ωB97M-V/def2-TZVPD.

Properties
ΔE to the lowest compared entry with this formula, charge and spin   7.1 kcal/mol
Spin multiplicity   2
Charge   -2
Calculated total energy   -354157.1477 eV

```
76
Properties=species:S:1:pos:R:3:lowdin_charge:R:1
Ti 0.958 0.096 1.991 0.244
C -0.775 -2.107 -4.877 -0.123
O -1.718 -3.138 -4.726 -0.109
C -2.581 -3.015 -3.653 -0.299
C -3.340 -4.136 -3.332 -0.033
C -4.194 -4.109 -2.250 -0.049
C -4.318 -2.977 -1.423 -0.343
C -3.596 -1.837 -1.812 -0.029
C -2.733 -1.858 -2.901 -0.034
N -5.170 -3.098 -0.336 -0.029
N -5.139 -2.231 0.661 -0.010
C -4.018 -1.587 1.093 -0.289
C -4.195 -0.327 1.688 -0.048
C -3.124 0.497 2.030 -0.025
C -1.822 0.086 1.837 -0.354
O -0.748 0.925 1.939 -0.303
C -1.589 -1.223 1.385 -0.161
N -0.272 -1.590 1.224 -0.002
C -0.003 -2.824 0.859 -0.133
C -0.991 -3.792 0.669 -0.042
C -2.313 -3.423 0.773 0.006
C -2.658 -2.097 1.067 -0.087
H -0.091 -2.419 -5.666 0.086
H -0.213 -1.938 -3.952 0.091
H -1.250 -1.163 -5.172 0.083
H -3.230 -5.030 -3.935 0.106
H -4.775 -4.986 -1.988 0.099
H -3.681 -0.931 -1.229 0.096
H -2.153 -0.972 -3.128 0.075
H -5.213 0.024 1.806 0.096
H -3.299 1.489 2.430 0.116
H 1.045 -3.077 0.744 0.079
H -0.709 -4.808 0.432 0.099
H -3.099 -4.147 0.618 0.114
I 3.577 -1.386 1.360 1.048
C 4.642 0.353 1.828 -0.586
C 6.002 0.294 1.748 -0.168
C 6.760 1.434 2.086 -0.097
C 6.129 2.572 2.492 -0.047
C 4.717 2.637 2.581 -0.167
C 4.075 3.814 3.032 -0.054
C 2.717 3.851 3.139 -0.079
C 1.943 2.727 2.785 -0.129
C 2.504 1.548 2.343 -0.296
C 3.924 1.506 2.238 -0.239
H 6.497 -0.618 1.445 0.082
H 7.841 1.388 2.038 0.094
H 6.702 3.448 2.774 0.104
H 4.684 4.665 3.314 0.101
H 2.224 4.739 3.517 0.098
H 0.867 2.792 2.925 0.092
Se 1.227 -2.666 7.658 -0.276
Sb 2.174 -0.579 6.982 -0.333
Se 1.116 -0.658 4.103 0.210
Se 4.494 -0.502 6.376 -0.279
Se 1.106 1.458 7.640 -0.275
C -2.317 3.405 -1.768 -0.076
C -2.264 1.922 -1.417 -0.226
N -1.001 1.525 -0.822 0.029
C 0.090 1.142 -1.471 -0.744
S 1.498 0.656 -0.646 0.686
N 0.068 1.203 -2.827 0.000
C 1.234 0.974 -3.665 -0.291
C 2.134 2.196 -3.778 -0.094
H -3.284 3.657 -2.207 0.073
H -1.535 3.682 -2.478 0.063
H -2.177 4.009 -0.872 0.079
H -2.471 1.299 -2.291 0.103
H -3.034 1.677 -0.684 0.115
H -0.925 1.510 0.198 0.089
H -0.675 1.744 -3.239 0.115
H 0.871 0.667 -4.647 0.106
H 1.784 0.138 -3.236 0.081
H 1.590 3.047 -4.192 0.068
H 2.983 1.985 -4.432 0.071
H 2.516 2.469 -2.795 0.057
```

=====

This record from the Open Molecules 2025 dataset describes a cluster of 8 separate species, C7H27NO7 in total. The level of theory is ωB97M-V/def2-TZVPD.

Properties
ΔE to the lowest compared entry with this formula, charge and spin   114.8 kcal/mol
Structure (SMILES)   C=CC(=C)CCCN.O.O.O.O.O.O.O
Charge   0
Calculated total energy   -23513.3719 eV

```
42
Properties=species:S:1:pos:R:3:lowdin_charge:R:1
C -1.143 0.994 -3.255 0.047
C 0.208 0.812 -3.065 -0.138
C 0.693 -0.025 -1.975 -0.354
C 1.758 -0.805 -2.130 0.075
C -0.047 -0.142 -0.706 -0.204
C 0.045 1.099 0.210 -0.125
C -0.124 0.400 1.674 -0.248
N -1.501 -0.092 1.937 0.009
H -1.884 0.347 -2.845 0.041
H -1.346 1.826 -3.954 0.066
H 0.868 1.058 -3.855 0.087
H 2.165 -1.433 -1.190 0.118
H 2.427 -1.077 -2.803 -0.002
H 0.368 -0.969 -0.037 0.111
H -1.134 -0.537 -0.874 0.130
H -0.636 1.859 0.143 0.064
H 1.037 1.569 0.109 0.114
H 0.529 -0.542 1.790 0.103
H 0.022 1.033 2.519 0.070
H -2.234 0.566 2.105 0.053
H -1.958 -0.432 1.163 -0.009
O 0.630 3.976 2.455 0.004
H -0.006 4.463 2.884 -0.009
H 0.108 3.248 2.170 -0.007
O 2.268 -2.674 3.255 -0.109
H 2.805 -2.296 2.421 0.125
H 2.297 -3.607 3.042 0.028
O 1.771 -0.250 4.095 -0.127
H 1.246 -1.032 3.792 0.019
H 1.778 -0.263 5.120 0.093
O 3.317 0.717 1.831 0.057
H 2.765 1.360 1.978 -0.066
H 3.763 0.505 2.575 -0.019
O -4.126 -2.079 -2.195 -0.117
H -3.975 -1.687 -1.247 0.047
H -3.250 -2.552 -2.416 0.082
O 1.439 -1.315 -4.795 0.033
H 0.789 -1.824 -4.705 -0.082
H 0.977 -0.458 -4.844 0.043
O -4.739 0.051 0.260 0.018
H -4.663 -0.669 -0.360 -0.005
H -5.168 0.786 -0.007 -0.016
```

=====

This record from the Open Molecules 2025 dataset describes a cluster of 5 separate species, C4H19NO5 in total. The level of theory is ωB97M-V/def2-TZVPD.

Properties
ΔE to the lowest compared entry with this formula, charge and spin   42.1 kcal/mol
Structure (SMILES)   COC[C@H](C)N.O.O.O.O
Charge   0
Calculated total energy   -16182.4417 eV

```
29
Properties=species:S:1:pos:R:3:lowdin_charge:R:1
C -13.669 7.351 19.523 -0.094
O -13.259 8.065 20.700 -0.207
C -12.065 8.799 20.578 -0.181
C -11.951 9.918 21.729 -0.415
C -11.496 9.341 23.077 -0.082
N -13.171 10.604 22.047 0.019
H -13.935 7.948 18.651 0.082
H -14.530 6.726 19.763 0.087
H -12.861 6.706 19.178 0.081
H -11.258 8.071 20.652 0.116
H -12.010 9.269 19.596 0.113
H -11.295 10.753 21.482 0.126
H -10.493 8.926 22.983 0.068
H -12.084 8.459 23.331 0.077
H -11.438 9.980 23.959 0.077
H -13.676 10.715 21.179 0.069
H -13.717 9.867 22.471 0.063
O -13.697 4.451 12.129 -0.054
H -13.480 5.030 11.398 0.026
H -12.880 4.369 12.621 0.029
O -16.358 0.540 10.615 -0.054
H -16.005 1.410 10.802 0.027
H -16.669 0.596 9.712 0.027
O -8.025 6.927 10.664 -0.053
H -7.527 7.341 9.959 0.029
H -8.941 7.075 10.430 0.023
O -11.641 7.050 7.924 -0.056
H -11.192 6.272 7.594 0.028
H -11.998 7.471 7.143 0.030
```